(1)
ORCA calculation (ωB97M-V with the def2-TZVPD basis set) on a 3-piece molecular cluster, C32H32Cl2N2O7 overall.

Computed properties:
- max |F| (eV/Å) = 8.26
- molecular weight (g/mol) = 627.52
- energy above the lowest of the compared OMol25 structures with the same formula, charge and spin (kcal per mole) = 387.9
- structure (SMILES) = CCOCCCCCc1ccc2c(c1)C(=O)C=C(/C(Cl)=C(\C)Cl)C2=O.O=[N+]([O-])c1ccccc1.O=[N+]([O-])c1ccccc1
- HOMO-LUMO gap (eV) = 6.9
- HOMO (eV) = -9.08

The geometry in ORCA input format:
```
! wB97M-V def2-TZVPD RIJCOSX def2/J DEFGRID3
* xyz 0 1
C 7.93110 -4.01847 2.03205
C 8.10325 -3.40756 0.50453
O 8.17001 -1.93947 0.44304
C 6.91338 -1.30025 0.86092
C 5.64140 -1.57232 -0.17117
C 4.32331 -0.90379 0.54586
C 3.91398 0.58384 -0.00325
C 2.82880 0.60487 -1.23077
C 1.46344 -0.20064 -0.69686
C 1.23491 -1.69334 -1.41550
C -0.05187 -2.59248 -0.92592
C -1.00622 -1.94747 0.25524
C -0.80333 -0.46793 0.94555
C 0.48076 0.43050 0.45882
C -1.87960 -0.01903 2.09922
O -1.59476 0.93510 2.99247
C -3.33485 -0.82873 2.16633
C -3.54108 -2.18589 1.54738
C -4.94019 -3.03936 1.63067
Cl -5.74130 -3.28375 3.30187
C -5.60926 -3.65975 0.44971
C -5.01711 -3.55058 -1.08389
Cl -7.20537 -4.60148 0.66062
C -2.26011 -2.86420 0.78063
O -2.16605 -4.19981 0.56972
H 7.00510 -4.74670 2.01328
H 7.85681 -3.17503 2.84787
H 8.88355 -4.67246 2.28447
H 7.31538 -3.89351 -0.21787
H 9.16663 -3.79994 0.12960
H 6.61353 -1.55969 1.98296
H 7.10678 -0.12351 0.85793
H 5.82423 -1.16286 -1.25861
H 5.45920 -2.75202 -0.15396
H 3.46977 -1.70292 0.52070
H 4.60397 -0.76535 1.69797
H 3.46768 1.17978 0.92625
H 4.91025 1.11927 -0.35932
H 2.56950 1.71549 -1.58378
H 3.31254 0.05854 -2.15656
H 2.00103 -2.05999 -2.25145
H -0.21070 -3.64943 -1.40225
H 0.67701 1.50228 0.94028
H -4.22030 -0.27404 2.73824
H -5.86156 -3.84686 -1.83882
H -4.53973 -2.48040 -1.30656
H -4.11348 -4.31612 -1.23394
O 2.03029 8.29965 2.69602
N 0.85978 7.92676 2.52702
O -0.08338 8.68093 2.24827
C 0.57077 6.49499 2.67194
C 1.60036 5.61114 3.02339
C 1.31441 4.25394 3.18351
C 0.01402 3.78534 2.98975
C -1.00725 4.66616 2.62953
C -0.73403 6.02607 2.46928
H 2.61885 5.96057 3.17805
H 2.10531 3.56104 3.46268
H -0.20522 2.72711 3.12126
H -2.01756 4.29283 2.47742
H -1.54158 6.70017 2.19145
O -3.22422 0.04130 -2.64850
N -3.81640 -0.45564 -3.61807
O -3.37376 -1.38383 -4.30986
C -5.12907 0.09657 -3.97366
C -5.65122 1.17182 -3.24156
C -6.88935 1.70860 -3.59974
C -7.59938 1.17285 -4.67536
C -7.08180 0.09525 -5.39612
C -5.84328 -0.44819 -5.04911
H -5.11025 1.60066 -2.40084
H -7.30001 2.54749 -3.04191
H -8.56179 1.59840 -4.95441
H -7.64253 -0.31865 -6.23129
H -5.45213 -1.28584 -5.62277
*
```

=====

(2)
ORCA calculation (ωB97M-V with the def2-TZVPD basis set) on a 2-piece molecular cluster, C11H15FN3 overall.

Computed properties:
- max |F| (eV/Å) = 4.78
- molecular weight (g/mol) = 208.26
- energy above the lowest of the compared OMol25 structures with the same formula, charge and spin (kcal per mole) = 63.3
- HOMO-LUMO gap (eV) = 7.9
- HOMO (eV) = -12.04

The geometry in ORCA input format:
```
! wB97M-V def2-TZVPD RIJCOSX def2/J DEFGRID3
* xyz 1 1
C -3.54447 -0.25045 -1.49626
C -2.74901 -1.35163 -1.82481
C -3.36471 0.46997 -0.37774
C -1.62243 -1.55259 -1.07625
C -2.19917 0.35857 0.38317
C -1.27251 -0.65481 -0.01131
C 1.77116 0.16687 -0.91946
C 0.06623 -0.86082 0.61093
C 1.06811 -1.74337 0.46782
C 2.16557 -1.82899 1.52301
C 1.33355 3.08146 1.11431
N 1.77475 -0.28114 -2.00930
N 1.93854 1.21005 -0.22341
N 1.43194 1.58255 1.02394
F 1.17293 -2.54544 -0.57341
H -4.47689 -0.04126 -2.04265
H -3.03577 -1.81704 -2.72687
H -4.01463 1.23216 -0.24354
H -0.93390 -2.35188 -1.41184
H -1.95628 0.84243 1.32223
H 0.19791 -0.42523 1.55434
H 2.45916 -0.78154 1.69153
H 2.92220 -2.34751 1.00780
H 1.67527 -2.30604 2.44496
H 2.18085 3.39673 1.67043
H 1.21359 3.62076 0.13071
H 0.55142 3.36112 1.74026
H 1.84685 -1.11223 -2.46626
H 2.92779 1.66343 -0.36563
H 0.47199 1.26584 1.08328
*
```

=====

(3)
ORCA calculation (ωB97M-V with the def2-TZVPD basis set) on one molecule with the formula C4H7NO2.

Computed properties:
- max |F| (eV/Å) = 6.91
- molecular weight (g/mol) = 101.10
- energy above the lowest of the compared OMol25 structures with the same formula, charge and spin (kcal per mole) = 75.4
- structure (SMILES) = O=C1CCN1CO
- HOMO-LUMO gap (eV) = 10.2
- HOMO (eV) = -9.61

The geometry in ORCA input format:
```
! wB97M-V def2-TZVPD RIJCOSX def2/J DEFGRID3
* xyz 0 1
O -0.81371 2.10536 0.16538
C -0.88837 0.90889 0.10033
C -1.86897 -0.28570 0.16634
C -0.48885 -1.15233 0.02675
N 0.16327 0.07252 -0.28881
C 1.56239 0.54452 -0.44807
O 2.47229 0.05435 0.51137
H -2.60354 -0.46434 1.13766
H -2.55965 -0.49434 -0.69896
H -0.07757 -1.63950 0.93894
H -0.47637 -1.74991 -0.95000
H 1.56323 1.63584 -0.83030
H 2.04471 0.03985 -1.34430
H 1.97113 0.42477 1.51367
*
```